The following is a DFT calculation (ωB97M-V/def2-TZVPD) of a structure of composition C37H53MnN4O2P2 in a non-equilibrium geometry.

The spin multiplicity is 4. The charge is +3. The value obtained for the HOMO energy (alpha / beta) is -16.38 / -17.05 eV. For the maximum force, the calculation gives 10.54 eV Å⁻¹. The expectation value of S² is 3.87. The value obtained for the HOMO-LUMO gap (alpha / beta) is 6.069 / 6.439 eV.

Each line ends with the Mulliken spin population.
Geometry (Å):
C: 2.1504 -1.9726 -1.1377  -0.009
C: 1.9812 0.1922 -2.0789  0.111
C: 3.1153 -2.3331 -2.0485  0.119
C: 2.8888 -0.1767 -3.0949  0.200
C: 3.4794 -1.4473 -3.0448  -0.011
H: 3.5898 -3.3317 -1.9361  -0.004
H: 3.1263 0.5113 -3.8986  -0.007
H: 4.1976 -1.7463 -3.8285  0.003
N: 1.6706 -0.7242 -1.0477  -0.021
P: 0.0599 -2.5201 0.6385  0.044
P: 1.2254 2.2961 -0.3059  0.071
C: 1.7071 -2.9843 -0.1034  0.026
H: 1.6664 -3.9852 -0.5327  -0.007
H: 2.4308 -2.9904 0.7159  0.012
C: 1.6555 1.5702 -1.8600  0.370
H: 1.4926 2.2478 -2.8266  -0.106
C: -0.1515 3.7082 -0.4299  0.002
C: 3.0089 3.0184 -0.1330  0.051
C: -1.1237 -3.3334 -0.6432  -0.028
C: 0.0678 -3.5058 2.2769  -0.019
C: -1.4631 3.2184 0.1956  0.011
H: -1.3360 2.9567 1.2530  -0.002
H: -2.2010 4.0303 0.1228  0.002
H: -1.8852 2.3546 -0.3148  0.004
C: 0.2767 4.9474 0.3585  0.001
H: 0.3729 4.7367 1.4318  0.000
H: 1.1992 5.4063 -0.0109  0.000
H: -0.5169 5.7021 0.2556  -0.001
C: -0.3797 4.0214 -1.8979  0.003
H: -1.1373 4.8224 -1.9575  -0.001
H: 0.5289 4.3743 -2.4064  0.000
H: -0.7705 3.1354 -2.4187  -0.005
C: 3.1991 3.5885 1.2799  0.005
H: 3.0642 2.7790 2.0412  0.000
H: 4.2477 3.9757 1.3698  0.002
H: 2.5052 4.4261 1.5129  0.001
C: 4.0459 1.8842 -0.3062  0.014
H: 3.7854 1.0051 0.3025  0.005
H: 4.1477 1.5805 -1.3604  -0.016
H: 5.0273 2.2492 0.0629  0.001
C: 3.2291 4.0685 -1.2536  0.016
H: 2.6394 3.8396 -2.1644  -0.008
H: 3.0007 5.1000 -0.9155  0.000
H: 4.3037 4.0359 -1.5502  -0.002
C: -1.3628 -3.5770 2.8419  0.003
H: -1.2985 -3.8797 3.9007  0.001
H: -1.8870 -2.6082 2.8265  -0.005
H: -1.9951 -4.3250 2.3341  0.000
C: 0.9560 -2.7631 3.2859  0.009
H: 1.9880 -2.6412 2.9297  0.002
H: 0.5458 -1.7811 3.5619  -0.004
H: 0.9898 -3.3801 4.1972  0.000
C: 0.6141 -4.9375 2.1044  -0.003
H: 0.7513 -5.3555 3.1156  -0.001
H: -0.0834 -5.6047 1.5791  0.000
H: 1.5863 -4.9656 1.5899  0.000
C: -0.7906 -2.8755 -2.0790  0.010
H: -1.5637 -3.3611 -2.7158  0.000
H: -0.8696 -1.7750 -2.2039  -0.003
H: 0.2165 -3.2234 -2.4342  0.002
C: -2.5270 -2.8747 -0.2339  0.002
H: -2.6144 -1.7801 -0.1985  0.001
H: -3.2383 -3.2567 -0.9737  0.000
H: -2.8304 -3.2771 0.7398  0.001
C: -1.0168 -4.8609 -0.6124  -0.005
H: 0.0103 -5.2303 -0.7473  0.000
H: -1.4612 -5.3054 0.2864  -0.001
H: -1.6023 -5.2311 -1.4644  0.000
Mn: 0.4467 -0.1256 0.5335  2.309
C: 1.8396 0.0071 1.5761  -0.152
O: 2.7583 -0.0258 2.3511  0.044
N: -1.1447 0.1714 -0.7681  -0.011
C: -1.3166 0.6188 -1.9044  0.010
C: -1.7384 0.8680 -3.2499  -0.020
C: -3.1483 0.7063 -3.4198  0.010
C: -0.8804 1.0495 -4.3474  0.019
C: -3.6330 0.7600 -4.7001  -0.002
H: -3.7378 0.5205 -2.5051  0.001
C: -1.4220 1.1052 -5.6156  -0.002
H: 0.2079 1.0988 -4.1848  0.000
C: -2.8197 0.9659 -5.8048  0.006
H: -4.7383 0.6298 -4.8161  0.000
H: -0.7874 1.2697 -6.4923  0.000
H: -3.2462 1.0141 -6.7970  0.000
N: -4.1584 -0.3936 5.5158  0.000
C: -3.6512 -0.6316 4.2500  -0.001
O: -4.0670 -1.5734 3.5076  -0.001
C: -2.5668 0.2923 3.8104  -0.006
C: -2.0247 1.3313 4.5582  0.008
C: -0.8630 1.9474 4.1409  -0.006
C: -0.2241 1.4916 2.9596  0.032
N: -0.7198 0.4749 2.2026  -0.107
C: -1.9344 -0.0526 2.5828  0.029
H: -4.7942 -1.1153 5.8582  0.000
H: -3.7432 0.2040 6.1442  0.000
H: -2.5001 1.6533 5.4802  0.000
H: -0.3753 2.7389 4.6867  -0.001
H: 0.7066 1.9379 2.6150  0.006
H: -2.3633 -0.7997 1.8918  -0.003

Forces on atoms 1 to 2 (eV/Å):
-0.352 0.194 1.358
0.857 -0.022 1.559